(1)
{
  "formula": "C20H25O",
  "method": "ωB97M-V/def2-TZVPD",
  "species": ["C", "C", "O", "C", "C", "C", "C", "H", "H", "H", "H", "H", "H", "H", "H", "H", "H", "H", "H", "C", "C", "C", "C", "C", "C", "C", "C", "C", "C", "C", "C", "C", "C", "H", "H", "H", "H", "H", "H", "H", "H", "H", "H", "H", "H", "H"],
  "xyz": [[3.03617, -0.61975, 2.20043], [1.81866, 0.20677, 1.88173], [0.76604, -0.14336, 2.79287], [-0.35174, 0.56025, 2.66058], [-1.46364, 0.13981, 3.33638], [-2.75999, 0.78578, 3.04392], [-1.34180, -1.08533, 4.16325], [3.83192, -0.32638, 1.51882], [3.39623, -0.45276, 3.21869], [2.86451, -1.68954, 2.05867], [2.03845, 1.27470, 1.98364], [1.47744, 0.00586, 0.86070], [-0.35458, 1.42001, 1.97979], [-3.58050, 0.26245, 3.55882], [-2.78664, 1.84044, 3.35673], [-2.96582, 0.77612, 1.96003], [-2.32834, -1.37514, 4.54161], [-0.93548, -1.91590, 3.56245], [-0.66524, -0.92690, 5.01634], [-2.83543, 7.12397, 3.82322], [-2.48061, 5.84116, 4.49781], [-3.41115, 4.79485, 4.49332], [-3.09444, 3.57767, 5.05452], [-1.81651, 3.33887, 5.66101], [-1.52081, 2.00870, 6.04008], [-0.38591, 1.51558, 6.72910], [-0.53230, 0.28815, 7.45480], [0.52181, -0.25622, 8.16598], [1.75382, 0.41397, 8.22079], [1.92236, 1.61738, 7.52242], [0.90013, 2.12930, 6.72576], [-0.97956, 4.48314, 5.83567], [-1.26951, 5.67570, 5.18857], [-1.98734, 7.81282, 3.80563], [-3.15474, 6.93156, 2.79274], [-3.67582, 7.62381, 4.32251], [-4.39093, 4.95229, 4.03791], [-3.82254, 2.76352, 5.04599], [-2.33226, 1.28726, 5.89722], [-1.51216, -0.20028, 7.45079], [0.38616, -1.19757, 8.70228], [2.56575, 0.01279, 8.82482], [2.86460, 2.16592, 7.60155], [1.08570, 2.98669, 6.07572], [-0.10651, 4.41708, 6.48297], [-0.56398, 6.51084, 5.23373]],
  "atomic_forces_ev_per_a": [[0.2, -0.1, 0.0], [0.0, -0.2, 0.1], [1.1, -0.1, -0.1], [-2.1, -0.2, 0.8], [2.0, 0.8, -1.2], [-1.0, 0.5, -0.2], [-0.2, -0.5, 0.3], [0.1, 0.0, 0.0], [-0.1, 0.0, -0.1], [-0.1, 0.1, 0.1], [0.0, 0.0, 0.0], [0.0, 0.1, 0.0], [0.1, -0.3, 0.2], [0.2, 0.2, -0.2], [-0.1, -0.3, -0.2], [-0.1, 0.0, 0.4], [0.2, -0.1, 0.0], [-0.1, 0.2, 0.3], [-0.1, -0.2, -0.2], [0.2, 0.3, -0.2], [-0.1, -0.1, 0.1], [-0.2, -0.3, 0.1], [0.2, -0.3, 0.0], [-0.6, 0.3, -0.2], [-0.3, 0.6, 0.4], [1.0, -0.8, 0.2], [-0.1, 0.4, -0.4], [0.1, 0.0, 0.1], [-0.6, 0.3, -0.1], [-0.1, 0.1, -0.2], [-0.1, -0.1, 0.3], [0.2, 0.0, -0.3], [0.2, -0.3, 0.4], [-0.2, -0.1, 0.0], [0.1, 0.0, 0.1], [0.2, -0.2, 0.0], [0.3, -0.1, 0.1], [0.2, 0.3, -0.1], [0.2, 0.2, 0.0], [0.4, 0.1, 0.0], [0.0, 0.3, -0.2], [-0.2, 0.1, -0.2], [-0.3, -0.3, -0.2], [0.0, -0.4, 0.3], [-0.2, 0.1, -0.3], [-0.3, -0.3, 0.1]],
  "energy_ha": -852.03565,
  "de_lowest_kj_mol": 0.0,
  "homo_energy_ev": -10.477,
  "homo_lumo_gap_ev": 4.94,
  "charge": 1
}

(2)
{
  "formula": "C20H26AlN7O4S3",
  "method": "ωB97M-V/def2-TZVPD",
  "species": ["Al", "O", "C", "C", "C", "C", "C", "C", "C", "C", "N", "H", "H", "H", "H", "H", "H", "H", "H", "H", "H", "H", "C", "C", "N", "C", "C", "S", "C", "C", "S", "C", "N", "C", "H", "H", "H", "H", "H", "H", "H", "H", "C", "C", "C", "N", "N", "C", "N", "S", "H", "H", "H", "H", "H", "H", "H", "O", "N", "O", "O"],
  "xyz": [[-0.01551, 0.01510, -0.04858], [1.17801, 0.84039, 1.24071], [1.25826, 2.26887, 1.53076], [0.43883, 2.57976, 2.76469], [-0.94411, 1.90813, 2.72546], [-1.69396, 2.23014, 1.46411], [-2.63394, 3.25089, 1.49073], [-3.27106, 3.65016, 0.33228], [-2.93270, 3.01680, -0.85247], [-2.00058, 2.00691, -0.81298], [-1.38999, 1.58245, 0.31436], [1.84487, 0.34044, 1.72983], [0.87099, 2.75944, 0.64142], [2.30831, 2.53550, 1.63045], [0.33092, 3.66417, 2.83364], [0.96581, 2.26301, 3.66746], [-1.52715, 2.25104, 3.57860], [-0.84154, 0.83194, 2.82516], [-2.85171, 3.73243, 2.43388], [-4.00416, 4.44507, 0.35062], [-3.37356, 3.30200, -1.79634], [-1.70601, 1.52186, -1.72946], [-1.04746, -0.38229, -3.60296], [-1.77259, -0.96886, -2.43924], [-1.46348, -0.89125, -1.15550], [-2.36196, -1.60909, -0.38091], [-3.37246, -2.18680, -1.06500], [-3.18770, -1.87271, -2.72816], [-2.02298, -1.76306, 1.02673], [-2.65310, -2.49257, 1.97843], [-1.68617, -2.55666, 3.37716], [-0.50173, -1.58810, 2.64658], [-0.81773, -1.21346, 1.41971], [0.75784, -1.27089, 3.38541], [-0.17140, 0.17483, -3.30150], [-1.71343, 0.27068, -4.16882], [-0.73511, -1.18148, -4.27604], [-4.17370, -2.79964, -0.68844], [-3.58939, -3.02012, 1.91185], [0.82759, -1.87574, 4.28735], [0.78989, -0.22574, 3.69499], [1.63115, -1.49930, 2.77163], [0.44126, -5.74915, -0.28686], [1.18338, -4.97147, -1.37613], [1.59182, -3.61619, -0.89666], [0.80069, -2.60545, -0.83272], [1.40059, -1.48874, -0.28307], [2.65614, -1.69163, 0.04678], [3.44103, -0.73712, 0.64176], [3.18321, -3.28698, -0.28210], [0.16588, -6.73483, -0.65620], [-0.46837, -5.22443, 0.00609], [1.06362, -5.88453, 0.59818], [0.54590, -4.83162, -2.24974], [2.06468, -5.52299, -1.70475], [3.39923, 0.15070, 0.13809], [4.39209, -1.02324, 0.83000], [1.92436, 1.25424, -3.10883], [1.83122, 1.18293, -1.92035], [2.74106, 1.32653, -1.12144], [0.60660, 1.01718, -1.43117]],
  "atomic_forces_ev_per_a": [[0.2, -0.1, 0.4], [-0.3, 0.0, 0.1], [0.0, 0.0, 0.0], [0.0, 0.0, 0.0], [0.0, 0.0, 0.0], [0.0, 0.0, 0.0], [0.0, 0.0, 0.0], [0.0, 0.0, 0.0], [0.0, 0.0, 0.0], [0.0, 0.0, 0.0], [0.0, 0.0, 0.0], [0.2, 0.0, -0.2], [0.0, 0.0, 0.0], [0.0, 0.0, 0.0], [0.0, 0.0, 0.0], [0.0, 0.0, 0.0], [0.0, 0.0, 0.0], [0.0, 0.0, 0.0], [0.0, 0.0, 0.0], [0.0, 0.0, 0.0], [0.0, 0.0, 0.0], [0.0, 0.0, 0.0], [0.0, 0.0, 0.0], [0.0, 0.0, 0.0], [0.1, -0.1, -0.1], [0.0, 0.1, 0.0], [0.0, 0.0, 0.0], [0.0, 0.0, 0.0], [0.0, 0.0, 0.0], [0.0, 0.0, 0.0], [0.0, 0.0, 0.0], [0.1, 0.0, 0.0], [-0.1, 0.0, -0.1], [0.0, 0.0, 0.0], [0.0, 0.0, 0.0], [0.0, 0.0, 0.0], [0.0, 0.0, 0.0], [0.0, 0.0, 0.0], [0.0, 0.0, 0.0], [0.0, 0.0, 0.0], [0.0, 0.0, 0.0], [0.0, 0.0, 0.0], [0.0, 0.0, 0.0], [0.0, 0.0, 0.0], [0.0, -0.1, 0.1], [0.1, 0.0, 0.0], [-0.3, 0.0, -0.2], [0.0, 0.1, 0.2], [0.0, 0.0, 0.0], [0.0, 0.0, 0.0], [0.0, 0.0, 0.0], [0.0, 0.0, 0.0], [0.0, 0.0, 0.0], [0.0, 0.0, 0.0], [0.0, 0.0, 0.0], [0.0, 0.0, 0.1], [0.0, 0.0, 0.0], [0.1, -0.1, -0.1], [-0.2, 0.4, -0.1], [0.3, -0.1, 0.1], [-0.1, 0.0, -0.1]],
  "energy_ha": -2898.60764,
  "homo_energy_ev": -14.557,
  "homo_lumo_gap_ev": 9.04,
  "charge": 2
}

(3)
{
  "formula": "C20H26ClNO3",
  "method": "ωB97M-V/def2-TZVPD",
  "species": ["C", "H", "H", "H", "C", "C", "C", "C", "C", "C", "C", "H", "H", "Cl", "H", "H", "O", "C", "C", "O", "H", "C", "N", "C", "H", "H", "H", "C", "C", "O", "C", "C", "C", "C", "C", "C", "H", "H", "H", "H", "H", "H", "H", "H", "H", "H", "H", "H", "H", "H", "H"],
  "xyz": [[4.39315, 0.79631, -1.60039], [4.78319, 1.04848, -2.58260], [4.41630, -0.28299, -1.48258], [5.01436, 1.25325, -0.83503], [2.95092, 1.29403, -1.47001], [2.44230, 0.98150, -0.07772], [2.08684, -0.32048, 0.25969], [1.65676, -0.62874, 1.53720], [1.60131, 0.37255, 2.49501], [1.94829, 1.67635, 2.17744], [2.36294, 1.97536, 0.89166], [2.63402, 2.99143, 0.64340], [1.89812, 2.44633, 2.93055], [1.11129, -0.01065, 4.10563], [1.37107, -1.63645, 1.79463], [2.14741, -1.09133, -0.49308], [2.19401, 0.66560, -2.49156], [1.10529, 1.38842, -3.01646], [-0.23001, 1.21924, -2.26039], [-0.30440, 2.05272, -1.12265], [0.37916, 1.77905, -0.49597], [-0.49165, -0.27170, -1.93397], [-1.83367, -0.76242, -2.14531], [-2.20236, -0.87587, -3.53754], [-2.36141, 0.09434, -4.03465], [-3.12707, -1.44815, -3.61087], [-1.41995, -1.41404, -4.06933], [-2.87842, -0.11543, -1.37668], [-2.57168, 0.00291, 0.11610], [-2.11176, -1.24121, 0.59449], [-1.94250, -1.41121, 1.93267], [-2.19476, -0.44834, 2.90365], [-2.01706, -0.75801, 4.24265], [-1.57599, -2.00908, 4.62944], [-1.30219, -2.96295, 3.66100], [-1.48432, -2.67074, 2.32595], [-1.28619, -3.40180, 1.55751], [-0.94670, -3.94113, 3.95053], [-1.43760, -2.23857, 5.67515], [-2.22206, -0.00319, 4.98808], [-2.52680, 0.54155, 2.63190], [-1.82084, 0.78443, 0.29114], [-3.49964, 0.29514, 0.62721], [-3.10491, 0.90291, -1.74152], [-3.77637, -0.72857, -1.50002], [-0.23425, -0.45537, -0.88866], [0.17461, -0.88281, -2.54713], [-1.01786, 1.59817, -2.92078], [1.34499, 2.46014, -3.07204], [0.97350, 1.00562, -4.03302], [2.93261, 2.38539, -1.62271]],
  "atomic_forces_ev_per_a": [[-0.4, 0.2, -0.2], [0.1, 0.0, -0.1], [0.0, -0.1, 0.0], [0.1, 0.0, 0.1], [0.4, 0.0, 0.1], [-0.1, 0.1, -0.1], [0.1, 0.1, 0.0], [0.0, 0.0, 0.0], [0.1, 0.1, -0.1], [0.0, -0.1, 0.1], [0.0, -0.2, -0.1], [0.0, 0.1, 0.0], [0.0, 0.1, 0.1], [0.1, 0.0, 0.1], [-0.1, -0.1, 0.1], [0.0, -0.1, -0.1], [0.3, -0.2, 0.2], [-0.6, 0.2, -0.1], [0.5, -0.3, -0.4], [0.0, 0.3, 0.3], [-0.1, 0.0, 0.0], [0.0, 0.2, -0.1], [-0.2, 0.0, 0.0], [0.0, 0.0, 0.1], [0.0, 0.0, -0.1], [-0.1, 0.0, -0.1], [0.0, 0.0, -0.1], [0.1, -0.2, 0.3], [-0.1, 0.4, -0.2], [0.0, -0.3, 0.1], [0.1, -0.1, 0.1], [-0.1, 0.2, -0.3], [-0.1, -0.2, 0.1], [-0.1, 0.1, 0.2], [0.0, 0.0, 0.0], [0.0, 0.1, -0.2], [0.0, -0.1, -0.1], [0.0, -0.1, 0.0], [0.0, 0.0, 0.1], [0.0, 0.1, 0.0], [0.0, 0.1, -0.1], [-0.1, -0.1, 0.0], [0.1, 0.0, 0.0], [0.0, 0.0, 0.0], [0.0, 0.1, 0.0], [0.1, 0.0, -0.1], [0.0, -0.1, 0.1], [0.1, -0.1, -0.1], [0.0, -0.1, 0.0], [0.0, 0.1, 0.0], [-0.1, -0.1, 0.0]],
  "smiles": "C[C@@H](OC[C@H](O)CN(C)CCOc1ccccc1)c1ccc(Cl)cc1",
  "energy_ha": -1518.34448,
  "de_lowest_kj_mol": 176.6,
  "homo_energy_ev": -8.202,
  "homo_lumo_gap_ev": 9.01,
  "charge": 0
}

(4)
{
  "formula": "C20H26N2O2PrSi",
  "method": "ωB97M-V/def2-TZVPD",
  "species": ["C", "C", "C", "H", "C", "C", "H", "H", "H", "H", "Pr", "C", "H", "H", "H", "Si", "C", "C", "H", "C", "H", "C", "H", "C", "H", "C", "H", "C", "C", "H", "C", "H", "C", "H", "C", "H", "C", "H", "H", "H", "C", "O", "C", "O", "N", "N", "H", "H", "H", "H", "H", "H"],
  "xyz": [[0.84798, 1.59700, -0.17320], [-0.10999, 2.11114, -1.10437], [-1.31544, 2.40169, -0.39233], [0.07214, 2.33845, -2.15508], [-1.09880, 2.08897, 0.98895], [0.23133, 1.58104, 1.12326], [0.73864, 1.37246, 2.06397], [1.89922, 1.40524, -0.39316], [-2.21764, 2.84806, -0.82117], [-1.79764, 2.27271, 1.80870], [-1.01988, -0.15614, -0.31453], [-1.49347, -2.57780, -4.58372], [-2.51402, -2.37529, -4.24342], [-1.34739, -3.66189, -4.70201], [-1.37387, -2.10649, -5.56829], [-0.22740, -2.01243, -3.29967], [1.53492, -1.58743, -3.81211], [2.15334, -0.36840, -3.51519], [1.59709, 0.44448, -3.03788], [3.49604, -0.15092, -3.84592], [3.95948, 0.81860, -3.65602], [4.24436, -1.18925, -4.42180], [5.28944, -1.03106, -4.69062], [3.65855, -2.44409, -4.63893], [4.25459, -3.27635, -5.02867], [2.30604, -2.63863, -4.33944], [1.84157, -3.62037, -4.46243], [-1.05150, -0.19448, -3.43708], [-0.62104, 0.66101, -4.45824], [0.33470, 0.48376, -4.96275], [-1.41413, 1.75049, -4.86817], [-1.04484, 2.42428, -5.64240], [-2.65903, 1.98114, -4.27241], [-3.27388, 2.82708, -4.59648], [-3.12528, 1.11376, -3.28346], [-4.09006, 1.29256, -2.79776], [-2.35170, 0.00777, -2.89375], [-2.78782, -0.74679, -2.20994], [-0.93652, -1.95415, -1.87852], [0.35552, -3.08465, -2.43054], [-0.58768, -1.72012, 4.37138], [0.48102, -2.12068, 3.44413], [0.28009, -1.74211, 2.19801], [-0.79698, -1.20178, 1.79634], [1.32097, -1.95598, 1.36954], [1.23612, -1.42410, 0.03185], [-0.26208, -2.10494, 5.33758], [-1.53744, -2.17008, 4.06088], [-0.67434, -0.62588, 4.39547], [2.14635, -2.42275, 1.73859], [2.04890, -0.81564, -0.11418], [1.37257, -2.18658, -0.64193]],
  "atomic_forces_ev_per_a": [[-0.6, 1.1, 0.3], [0.2, 0.7, 0.6], [0.6, 0.4, 0.4], [-0.2, -0.3, 0.3], [0.7, 0.5, -0.3], [0.0, 1.1, -0.4], [-0.2, -0.1, -0.3], [-0.4, -0.1, 0.0], [0.4, -0.3, 0.2], [0.2, -0.2, -0.3], [-0.9, -2.2, -1.9], [0.5, -1.2, 0.0], [0.2, -0.1, 0.0], [-0.4, 0.2, -0.2], [0.2, 0.0, 0.4], [-0.5, 1.1, 0.3], [0.2, 0.1, -0.1], [0.5, -0.1, -0.2], [0.0, -0.2, -0.2], [0.2, -0.5, 0.0], [-0.1, -0.3, 0.0], [-0.2, 0.1, 0.1], [-0.3, 0.0, 0.1], [-0.3, 0.0, 0.0], [-0.2, 0.4, 0.1], [0.4, 0.5, 0.1], [0.2, 0.2, -0.1], [-0.5, 0.0, 0.0], [-0.6, 0.9, 0.0], [-0.4, 0.1, 0.2], [0.2, -0.4, 0.3], [-0.2, -0.2, 0.1], [0.1, 0.1, 0.0], [0.3, -0.3, 0.2], [0.0, -0.2, 0.3], [0.2, -0.1, -0.3], [0.9, 0.9, -0.5], [0.1, 0.1, -0.3], [-1.1, 0.4, 1.4], [0.3, -1.3, -0.4], [0.0, -0.1, 0.1], [-0.5, 0.5, -0.6], [-1.2, 0.6, -0.3], [1.6, -1.0, 0.8], [-0.3, 0.3, -0.3], [1.0, -0.7, 0.7], [-0.1, 0.1, -0.2], [0.3, 0.1, 0.1], [0.1, -0.4, -0.1], [-0.1, 0.2, -0.4], [-0.3, -0.1, 0.2], [-0.4, -0.2, 0.0]],
  "energy_ha": -1843.92486,
  "de_lowest_kj_mol": 4.8,
  "homo_energy_ev": [-9.966, -9.992],
  "homo_lumo_gap_ev": [6.57, 6.68],
  "multiplicity": 3,
  "charge": 1,
  "s_squared": 2.003
}